Here is an isolated molecule of C11H13BrN4O2 in a non-equilibrium geometry from the OMol25 dataset. Energies are from wB97M-V/def2-TZVPD.

Structure (XYZ):
```
31
Properties=species:S:1:pos:R:3
C 2.87 2.75 -1.96
O 2.88 1.94 -0.71
C 1.72 1.31 -0.27
C 1.19 0.24 -1.00
C 0.12 -0.45 -0.51
C -0.62 -1.60 -1.27
N -1.23 -2.67 -0.47
C -2.57 -2.89 -0.42
N -3.50 -2.66 -1.29
N -4.76 -2.94 -0.75
C -4.54 -3.39 0.43
N -3.19 -3.38 0.67
C -0.49 -0.01 0.70
C -0.01 1.11 1.37
Br -0.90 1.82 2.97
C 0.99 1.83 0.84
O 1.44 2.96 1.44
C 2.73 2.90 2.07
H 2.23 2.21 -2.74
H 3.90 2.92 -2.35
H 2.36 3.81 -1.78
H 1.66 -0.01 -1.94
H 0.04 -2.15 -1.94
H -1.37 -1.08 -1.87
H -0.67 -3.04 0.26
H -5.33 -3.71 1.18
H -2.85 -3.81 1.52
H -1.27 -0.66 1.07
H 3.19 1.87 2.06
H 2.58 3.23 3.07
H 3.41 3.54 1.62
```

SMILES	COc1cc(CNc2nnc[nH]2)cc(Br)c1OC
total charge	0
max |F|	0.06915	Eh/bohr
frontier orbital gap	9.1	eV

Here is an isolated molecule of C11H13ClN2O in a non-equilibrium geometry from the OMol25 dataset. Energies are from wB97M-V/def2-TZVPD.

Structure (XYZ):
```
28
Properties=species:S:1:pos:R:3
C 0.86 -2.44 -3.29
C 1.64 -1.18 -2.87
C 1.61 -0.89 -1.35
C 0.23 -0.42 -0.89
N 0.21 0.02 0.53
N 1.35 -0.02 1.40
C 0.97 0.58 2.60
O 1.69 0.64 3.58
C -0.38 1.05 2.48
C -1.25 1.71 3.34
C -2.46 2.12 2.83
C -2.80 1.97 1.48
Cl -4.26 2.65 0.79
C -1.97 1.24 0.63
C -0.76 0.78 1.16
H 1.32 -2.85 -4.22
H -0.17 -2.22 -3.52
H 0.92 -3.22 -2.50
H 1.29 -0.32 -3.46
H 2.70 -1.31 -3.13
H 2.31 -0.04 -1.21
H 1.94 -1.74 -0.73
H -0.48 -1.25 -1.00
H -0.15 0.39 -1.54
H 1.97 -0.80 1.48
H -0.93 1.87 4.37
H -3.15 2.66 3.46
H -2.24 1.04 -0.41
```

SMILES	CCCCn1[nH]c(=O)c2ccc(Cl)cc21
energy relative to the best compared isomer or geometry (same formula, charge and spin)	0.0	kcal per mole
total charge	0
max |F|	0.03275	Eh/bohr
frontier orbital gap	8.4	eV

Here is an isolated molecule of C11H13ClO in a non-equilibrium geometry from the OMol25 dataset. Energies are from wB97M-V/def2-TZVPD.

Structure (XYZ):
```
26
Properties=species:S:1:pos:R:3
C 2.06 -1.51 1.18
C 1.72 -0.55 0.30
C 2.63 -0.39 -0.93
C 3.15 0.82 -1.17
C 2.86 1.91 -0.26
C 1.77 1.86 0.54
C 0.86 0.68 0.54
C -0.46 0.92 0.38
Cl -0.93 2.55 0.58
C -1.52 -0.07 -0.03
C -1.69 -0.13 -1.62
C -2.81 0.27 0.52
O -0.96 -1.30 0.35
H 2.87 -2.07 0.85
H 1.74 -1.89 2.11
H 3.09 -1.29 -1.38
H 3.90 1.15 -1.88
H 3.35 2.95 -0.30
H 1.44 2.74 1.08
H -0.73 -0.31 -2.05
H -2.08 0.84 -2.03
H -2.49 -0.97 -1.83
H -2.92 0.03 1.64
H -2.98 1.41 0.59
H -3.66 -0.21 0.11
H -1.57 -2.02 -0.04
```

SMILES	C=c1cccc/c1=C(\Cl)C(C)(C)O
energy relative to the best compared isomer or geometry (same formula, charge and spin)	90.0	kcal per mole
total charge	0
max |F|	0.10933	Eh/bohr
frontier orbital gap	8.2	eV

Here is a cluster of 2 separate species, C11H13ClO2S in total in a non-equilibrium geometry from the OMol25 dataset. Energies are from wB97M-V/def2-TZVPD.

Structure (XYZ):
```
28
Properties=species:S:1:pos:R:3
C 2.32 1.15 0.71
C 1.72 -1.19 0.54
C 3.59 0.88 0.36
C 2.97 -1.43 -0.02
C 1.41 0.14 0.80
C 3.89 -0.40 -0.07
C -0.91 1.91 -1.06
C -0.74 0.78 -0.42
C -0.67 3.22 -0.25
C -4.36 -2.53 -0.80
C -3.44 -2.02 -0.01
O -0.81 -0.76 1.84
O -2.11 -2.34 0.12
S -0.27 0.51 1.38
Cl 5.42 -0.87 -0.80
H 2.11 2.11 0.95
H 1.07 -1.92 0.65
H 4.30 1.61 0.34
H 3.35 -2.32 -0.32
H -1.10 1.85 -2.06
H -0.08 3.99 -0.93
H -0.28 3.07 0.77
H -1.59 3.68 -0.19
H -0.81 -0.20 -1.03
H -4.09 -3.32 -1.49
H -5.32 -2.24 -0.83
H -3.65 -1.36 0.81
H -1.94 -2.03 1.00
```

energy relative to the best compared isomer or geometry (same formula, charge and spin)	15.8	kcal per mole
total charge	0
max |F|	0.10112	Eh/bohr
frontier orbital gap	9.2	eV